{"formula": "C8H18NOS", "method": "ωB97M-V/def2-TZVPD", "symbols": ["C", "C", "C", "C", "C", "C", "C", "C", "N", "O", "S", "H", "H", "H", "H", "H", "H", "H", "H", "H", "H", "H", "H", "H", "H", "H", "H", "H", "H"], "positions_angstrom": [[-1.690, 3.308, 0.259], [4.057, -0.723, -0.918], [-0.394, 1.154, 0.073], [-1.016, 2.479, -0.397], [-2.395, -0.028, 0.715], [-0.081, -1.540, 1.275], [-0.156, -2.016, -1.216], [-1.219, -0.125, -0.239], [-0.339, -1.180, -0.074], [0.798, 0.978, -0.678], [3.393, -0.714, 0.576], [-1.862, 3.079, 1.297], [-2.067, 4.252, -0.035], [3.257, -0.184, -1.593], [5.028, -0.957, -1.306], [-0.095, 1.224, 1.108], [-0.926, 2.720, -1.422], [-2.657, -1.052, 1.027], [-3.203, 0.328, 0.180], [-2.324, 0.650, 1.621], [0.333, -0.686, 1.771], [-0.927, -1.904, 1.800], [0.556, -2.389, 1.424], [-0.280, -1.583, -2.215], [0.833, -2.482, -1.044], [-0.863, -2.937, -1.250], [-1.603, -0.114, -1.172], [1.395, 1.728, -0.771], [4.445, -1.285, 1.204]], "forces_ev_per_angstrom": [[-2.075, 2.175, 4.243], [-3.604, 2.410, -0.363], [-0.072, 1.859, -1.917], [2.033, -3.550, -2.144], [0.195, -1.140, 1.862], [0.374, -0.700, -0.506], [-0.202, -3.242, 0.907], [0.746, 3.097, 4.238], [0.167, -1.150, -0.935], [1.859, -0.711, -0.878], [1.007, -0.562, -0.858], [-0.187, 0.183, 0.575], [-0.332, 0.556, -0.760], [1.818, -1.337, 0.733], [0.415, -0.476, 0.187], [-0.449, -0.088, 0.584], [0.660, -0.292, -1.370], [-0.151, 0.463, 0.179], [-1.871, 0.812, -1.044], [0.411, -0.965, -0.958], [0.261, 0.447, 0.768], [-1.312, 0.093, 0.724], [1.040, -0.398, -0.550], [0.412, 0.551, 0.601], [-0.126, 0.065, -0.855], [0.701, 1.159, 0.123], [-0.862, 0.232, -3.211], [-0.792, 0.514, 0.373], [-0.061, -0.007, 0.255]], "lowdin_charge": [0.013, -0.216, -0.308, -0.134, -0.025, -0.088, -0.078, -0.350, -0.265, -0.087, 1.074, 0.069, 0.066, 0.096, 0.064, 0.132, 0.105, 0.092, 0.056, 0.112, 0.073, 0.073, 0.082, 0.093, 0.070, 0.108, 0.120, 0.093, -0.041], "total_energy_ev": -22948.816, "relative_energy_ev": 5.2754, "gap_ev": [3.548, 3.551], "total_charge": 1}



{"formula": "C8H18OS2", "method": "ωB97M-V/def2-TZVPD", "symbols": ["C", "C", "C", "C", "C", "C", "C", "C", "H", "H", "H", "H", "H", "H", "H", "H", "H", "H", "H", "H", "H", "H", "H", "H", "H", "H", "O", "S", "S"], "positions_angstrom": [[4.916, 0.754, 0.926], [3.763, -0.184, 0.783], [3.040, 0.081, -0.632], [2.165, -1.111, -0.784], [-1.682, 0.243, 0.325], [-2.876, -0.798, 0.120], [-4.194, -0.672, 0.670], [-4.979, 0.714, 0.253], [5.453, 0.575, -0.016], [4.656, 1.860, 0.919], [5.522, 0.762, 1.805], [2.956, -0.037, 1.424], [3.792, -1.350, 1.063], [3.617, 0.320, -1.619], [2.406, 1.167, -0.519], [2.557, -2.055, -0.275], [1.920, -1.659, -1.986], [-2.187, 1.370, 0.448], [-1.104, -0.183, 1.291], [-2.368, -1.813, 0.416], [-3.222, -0.855, -0.983], [-4.824, -1.435, 0.202], [-4.440, -0.591, 1.807], [-4.393, 1.519, 0.724], [-4.951, 0.827, -0.903], [-5.937, 0.735, 0.587], [-0.162, 1.909, -0.193], [0.566, -1.100, 0.022], [-0.509, 0.563, -0.823]], "forces_ev_per_angstrom": [[0.187, 1.514, -1.005], [-0.970, -1.460, -1.350], [-0.168, 2.722, 0.041], [-1.861, -4.134, -3.696], [-5.537, -0.155, 4.551], [3.702, -1.881, -2.620], [-5.066, 3.087, 2.696], [4.823, -1.122, -2.482], [0.776, 0.347, 0.655], [-0.482, -1.303, -0.396], [0.615, -0.956, 0.551], [-1.330, 1.178, 1.521], [1.365, 2.279, -1.265], [-0.275, -0.900, 2.099], [1.430, -3.169, -0.147], [0.013, 1.270, -0.719], [1.030, 2.225, 3.296], [1.519, -3.078, 0.102], [-1.522, 1.834, -1.782], [-1.270, 1.495, -0.813], [1.578, -0.037, 1.109], [0.164, -0.287, 0.605], [1.189, -0.942, -1.625], [-0.434, 0.041, -0.382], [-0.086, 0.008, 1.881], [-2.799, -0.122, 1.006], [1.111, -1.203, -1.638], [0.090, 0.744, -0.137], [2.208, 2.006, -0.058]], "lowdin_charge": [-0.129, -0.286, -0.289, -0.646, -0.561, -0.305, -0.298, -0.086, 0.073, 0.100, 0.054, 0.055, 0.145, 0.132, 0.158, 0.056, 0.160, 0.146, 0.083, 0.125, 0.134, 0.099, 0.135, 0.055, 0.100, 0.011, -0.571, 0.674, 0.679], "total_energy_ev": -32300.501, "relative_energy_ev": 4.9519, "gap_ev": 9.514}



{"formula": "C8H19BF2GeMoN2O2S2", "method": "ωB97M-V/def2-TZVPD", "symbols": ["Mo", "C", "O", "C", "S", "S", "H", "H", "H", "F", "B", "F", "C", "N", "C", "N", "O", "H", "H", "H", "H", "H", "H", "C", "Ge", "C", "C", "C", "H", "H", "H", "H", "H", "H", "H", "H", "H", "H"], "positions_angstrom": [[-0.643, -0.509, -0.252], [-3.026, 4.476, 1.243], [-2.903, 3.310, 0.374], [-2.040, 2.393, 0.675], [-0.974, 2.361, 1.904], [-2.120, 1.155, -0.645], [-3.786, 5.087, 0.773], [-2.068, 4.989, 1.287], [-3.331, 4.146, 2.233], [3.044, -0.596, -1.213], [2.092, -1.244, -0.574], [1.803, -2.480, -0.984], [1.401, 1.777, -2.947], [1.186, 0.547, -3.714], [0.537, -0.508, -3.273], [0.361, -1.597, -4.008], [0.040, -0.487, -2.073], [1.610, 2.575, -3.653], [2.245, 1.663, -2.269], [0.500, 2.029, -2.395], [1.613, 0.485, -4.627], [0.700, -1.667, -4.955], [-0.103, -2.397, -3.611], [0.801, -3.650, 1.771], [0.569, -1.749, 2.021], [-1.413, -1.274, 1.601], [0.925, -0.894, 3.719], [1.244, -0.567, 0.548], [0.232, -4.179, 2.535], [1.852, -3.914, 1.879], [0.463, -3.967, 0.787], [-2.040, -1.571, 2.441], [-1.958, -1.733, 0.715], [-1.506, -0.143, 1.605], [0.378, -1.402, 4.511], [0.633, 0.154, 3.688], [1.991, -0.963, 3.930], [1.691, 0.342, 0.952]], "forces_ev_per_angstrom": [[-0.055, 0.083, -0.274], [-0.024, -0.055, -0.010], [-0.127, -0.017, 0.049], [0.377, 0.242, -0.232], [-0.085, -0.218, 0.033], [0.080, 0.117, 0.189], [-0.006, 0.002, 0.006], [0.004, -0.003, -0.002], [0.004, 0.022, 0.000], [0.015, -0.026, -0.010], [0.067, 0.092, 0.116], [-0.012, -0.009, -0.017], [-0.011, -0.018, -0.003], [0.006, -0.009, -0.001], [-0.006, -0.121, -0.062], [-0.007, 0.014, 0.035], [-0.082, -0.011, 0.075], [0.009, 0.005, 0.006], [-0.005, 0.008, 0.004], [0.002, 0.007, 0.000], [-0.008, 0.008, -0.005], [0.001, 0.000, -0.003], [0.000, -0.005, -0.010], [0.002, 0.016, 0.031], [0.075, 0.075, 0.100], [-0.017, 0.043, 0.096], [-0.054, -0.041, 0.001], [0.115, -0.007, -0.083], [0.005, -0.002, 0.002], [0.005, 0.018, 0.003], [-0.002, 0.008, -0.002], [0.050, -0.172, -0.026], [-0.087, -0.016, -0.029], [-0.135, -0.083, 0.103], [0.002, -0.006, -0.002], [-0.007, 0.012, -0.021], [0.003, -0.008, -0.011], [-0.089, 0.058, -0.045]], "lowdin_charge": [1.262, -0.013, -0.189, -1.202, 0.761, 0.691, 0.109, 0.095, 0.100, 0.262, -0.819, 0.217, 0.004, 0.092, -0.489, 0.255, -0.261, 0.109, 0.096, 0.078, 0.175, 0.149, 0.144, -0.180, 0.868, -0.306, -0.165, -0.282, 0.046, 0.051, 0.034, 0.096, 0.056, -0.041, 0.048, 0.024, 0.050, 0.073], "total_energy_ev": -101819.171, "relative_energy_ev": 0.0000, "gap_ev": [6.642, 6.631], "total_charge": 2}



{"formula": "C8H19BFN2O8STa", "method": "ωB97M-V/def2-TZVPD", "symbols": ["C", "C", "O", "B", "O", "Ta", "N", "C", "O", "N", "O", "C", "O", "O", "C", "F", "C", "C", "S", "C", "O", "O", "H", "H", "H", "H", "H", "H", "H", "H", "H", "H", "H", "H", "H", "H", "H", "H", "H", "H", "H"], "positions_angstrom": [[2.171, -4.157, -0.126], [2.831, -2.746, -0.269], [1.928, -1.716, -0.649], [1.664, -0.770, 0.338], [2.567, -0.370, 1.349], [-0.461, 0.309, 0.303], [-0.285, 0.520, 2.476], [-2.564, 1.329, 0.544], [-2.925, 2.173, -0.577], [-4.151, 2.791, -0.362], [-5.004, 2.071, -0.763], [-0.692, 0.059, -1.969], [-1.815, 0.136, -2.532], [0.343, -0.136, -2.734], [0.440, 2.388, -0.106], [-0.125, 3.001, -1.283], [1.985, 2.412, -0.332], [2.348, 3.892, -0.826], [-1.686, -1.949, 0.555], [-3.329, -2.008, -0.261], [-1.950, -2.129, 2.021], [-0.932, -3.122, 0.040], [3.004, -4.882, 0.087], [1.467, -4.215, 0.738], [1.642, -4.486, -1.045], [3.583, -2.843, -1.102], [3.425, -2.561, 0.656], [2.263, 0.421, 1.813], [-1.211, 0.639, 2.894], [0.101, -0.369, 2.816], [-2.465, 1.999, 1.455], [-3.387, 0.611, 0.784], [0.131, 3.062, 0.740], [2.319, 1.746, -1.162], [2.577, 2.276, 0.603], [2.196, 3.964, -1.926], [1.638, 4.628, -0.367], [3.368, 4.209, -0.499], [-3.327, -1.579, -1.288], [-4.119, -1.496, 0.334], [-3.564, -3.100, -0.370]], "forces_ev_per_angstrom": [[0.234, 0.051, 0.428], [0.955, -1.330, -0.992], [0.865, -0.183, 2.248], [-0.847, 0.392, 0.067], [0.604, -0.771, -0.632], [0.726, 2.624, -1.184], [-0.252, -0.841, -1.461], [-0.162, 0.078, 1.380], [0.654, 0.222, 0.323], [-0.283, -1.360, -0.542], [-0.489, 0.897, 0.368], [0.750, -0.955, -2.676], [-0.661, 0.080, 1.326], [-0.321, 0.615, 2.445], [-0.062, -0.424, -0.436], [0.294, -0.221, 0.640], [0.031, 2.093, -0.407], [-0.460, -0.026, 0.395], [-0.366, -1.902, 0.712], [-0.657, -0.549, -0.518], [-0.369, 0.518, -0.785], [-0.517, 0.739, -0.274], [-0.592, 0.519, -0.248], [0.352, 0.221, -0.765], [0.258, 0.389, 0.572], [-0.511, 0.155, 0.652], [-0.579, 0.301, -0.467], [-0.317, -0.454, -0.154], [0.390, -0.063, 0.130], [-0.228, 0.419, 0.201], [-0.109, -0.453, -0.596], [0.371, 0.492, -0.301], [0.515, -0.394, -0.551], [-0.430, -0.004, 0.941], [-0.632, -0.401, -0.622], [0.373, 0.043, 0.781], [0.516, -0.595, -0.317], [-0.521, -0.359, -0.553], [0.488, -0.010, 0.741], [0.762, -0.378, -0.226], [0.228, 0.823, 0.357]], "lowdin_charge": [-0.094, -0.272, -0.028, -0.669, 0.020, 1.776, -0.234, -0.343, -0.265, -0.062, 0.013, -0.800, -0.158, -0.175, -0.409, -0.151, -0.252, -0.137, 0.451, -0.231, -0.525, -0.479, 0.062, 0.070, 0.076, 0.115, 0.106, 0.038, -0.050, -0.044, 0.036, 0.026, 0.082, 0.107, 0.090, 0.065, 0.061, 0.051, 0.046, 0.039, 0.049], "total_energy_ev": -43739.310, "gap_ev": 5.533, "total_charge": -2}